Below is a cluster of 2 separate species, CH5NOS in total at a distorted geometry, with properties calculated with ωB97M-V/def2-TZVPD.

Results
LUMO level (spin up / spin down) in Eh: -0.068 / -0.035
Frontier orbital gap (spin up / spin down) in eV: 6.4 / 8.2
Energy above the lowest of the compared OMol25 structures with the same formula, charge and spin in kJ/mol: 688.5

Geometry as XYZ:
```
9
Properties=species:S:1:pos:R:3:forces:R:3:lowdin_charge:R:1
C 1.109749 1.155226 0.266826 -0.32 -2.12 -2.72 -0.230
N 0.985105 -1.433901 -0.671763 0.48 -0.36 -0.35 -0.406
O -2.442892 -0.445434 -0.204636 2.00 -2.40 -1.07 -0.096
S 0.356471 -0.393105 0.272427 -0.65 0.22 1.10 0.772
H 0.988512 1.458503 -0.786263 0.60 0.20 0.47 0.025
H 0.959958 1.881415 0.973250 -0.40 1.43 1.98 -0.022
H -2.991968 0.230024 0.098567 -1.53 2.27 1.08 -0.060
H 0.471608 -1.606718 -1.538377 -0.23 0.27 0.59 -0.010
H 0.563457 -0.846014 1.589970 0.05 0.49 -1.08 0.027
```
Positions in Å, forces in eV/Å.